No. 1
C50H51Cl4F3N5O4Re | ωB97M-V with the def2-TZVPD basis set

```
! RIJCOSX wB97M-V def2-TZVPD def2/J DEFGRID3
* xyz 1 4
Cl 6.246 4.076 1.627
C -1.433 0.316 2.376
O -0.620 2.263 -5.433
C -2.758 -0.689 -5.494
C -2.249 -4.249 -0.266
C 2.894 -2.010 -2.997
C -5.061 1.028 0.142
C 2.246 -3.238 -3.047
C 4.416 2.353 0.675
H -1.174 4.382 -3.034
C 0.345 3.128 -1.301
C 3.806 3.595 2.670
H -1.485 4.122 -6.299
H 3.643 -4.176 1.552
H -0.470 0.772 -3.505
C 3.165 1.728 0.672
C -4.064 0.417 -0.855
C -1.079 2.764 -1.650
N 1.181 -1.126 -1.566
H -0.194 -5.758 0.675
H 1.029 4.397 -2.933
C -1.788 1.718 -1.022
H -3.292 -3.965 -0.375
C -2.072 0.717 3.563
H -2.463 -1.024 -0.779
H 3.783 -2.823 3.664
H -3.266 -0.766 0.783
F 3.767 -4.027 -4.674
H -2.462 -2.728 -2.832
C -1.951 0.009 4.731
Cl 1.401 3.365 3.900
C 2.961 -1.639 2.036
C 3.271 -1.874 3.519
H 2.224 -6.081 0.948
C -3.417 -0.844 -0.290
C 2.063 -2.743 1.523
C 4.266 -1.513 1.248
C -3.709 2.303 -2.359
C -1.497 1.510 -5.825
C -0.523 -1.571 3.614
H -2.445 0.341 5.630
C 0.352 4.312 -0.333
H 0.103 -2.450 3.642
H -1.888 -3.552 3.095
H 2.847 -0.045 -2.173
H -2.441 2.936 -8.656
C -2.996 -1.786 -4.684
H -3.701 -2.546 -4.975
H -2.175 -5.102 2.312
H -2.219 -5.326 -0.128
C -1.178 -1.156 4.745
H 3.913 -1.077 3.887
C 1.794 -5.096 1.046
C -3.127 1.486 -1.389
C -1.832 2.927 -7.751
C -1.739 1.066 1.203
C -1.850 0.275 -5.067
C 2.189 2.087 1.674
O 2.810 0.826 -0.181
H 2.268 3.359 -2.254
H -3.273 -0.609 -6.439
H 4.072 -1.402 0.184
Cl 4.233 4.725 3.884
H 1.373 4.610 -0.103
H -4.070 -1.695 -0.471
N -2.166 1.739 -6.976
N 0.123 -1.238 1.325
H -3.521 3.998 -3.652
H 2.429 -0.685 1.969
H -2.661 1.622 3.544
F 1.929 -5.126 -4.428
C -1.198 0.054 -3.853
H -4.734 2.112 -2.643
H 3.828 -1.854 -3.512
Re 0.803 0.223 -0.006
H -1.873 -2.452 0.838
N -1.182 0.958 0.032
H -0.162 5.162 -0.774
H -5.884 0.338 0.311
Cl 5.526 1.969 -0.578
H 1.026 2.683 -3.315
C -1.717 3.569 -2.583
H 0.819 2.272 -0.797
C 0.522 -2.289 -1.697
H -2.548 1.785 1.319
H 4.907 -2.378 1.390
H 2.358 -1.877 4.110
H -4.598 1.234 1.103
H -0.767 2.849 -8.013
C -0.143 -3.654 1.025
O -2.097 4.092 -7.051
C 4.730 3.291 1.654
C 0.433 -4.910 0.894
C 2.329 -0.992 -2.254
C 2.551 3.000 2.682
C -1.645 -3.513 0.933
H -3.024 1.255 -7.181
C -3.032 3.354 -2.938
H 4.806 -0.634 1.594
C 2.855 -4.409 -3.779
F 3.465 -5.251 -2.931
H -1.087 -1.728 5.654
C 2.591 -4.021 1.383
C -2.309 -4.029 2.215
O 1.035 1.529 1.576
H -3.374 -3.812 2.185
H -0.149 4.056 0.598
H -4.653 0.102 -1.723
N -1.410 -0.996 -3.083
H -1.723 -4.013 -1.186
C -0.588 -0.845 2.404
C 1.028 -3.371 -2.394
C -2.300 -1.889 -3.492
C 0.688 -2.543 1.295
H -0.430 -2.348 -1.198
C 1.215 3.407 -2.528
H 0.494 -4.308 -2.418
H -5.464 1.957 -0.251
*
```

## Properties
- LUMO level (spin up / spin down): -3.681 / -4.504 eV

Here are the Mulliken charges for atoms 1 to 2, given in e:
1 Cl -0.19
2 C 0.52


No. 2
C50H51CrN6O2S3 | ωB97M-V with the def2-TZVPD basis set

```
! RIJCOSX wB97M-V def2-TZVPD def2/J DEFGRID3
* xyz 1 5
H -2.510 4.392 0.073
H -2.833 3.810 3.823
H -1.297 5.378 -1.960
H 2.530 -6.189 -1.180
H 4.248 1.643 -2.241
H -0.498 -4.273 -2.763
C 0.290 -3.063 2.013
C -0.806 3.043 -3.422
C 1.110 -4.123 3.985
C 3.411 0.111 2.899
H 5.354 -0.123 3.768
H -0.468 6.368 -3.178
C -2.190 -0.691 3.936
H 4.170 3.901 2.895
C -1.763 5.566 1.721
H -1.763 -0.146 1.901
H 3.232 -1.332 -0.487
H -0.838 3.985 0.474
H 2.449 1.031 -0.716
N -0.916 4.436 -3.828
H 1.917 -4.340 4.671
C 2.046 -2.960 -4.576
C 1.916 -3.007 -0.264
C 2.190 1.580 -1.619
H -3.821 -5.650 -1.122
C 1.945 -1.630 -4.196
H -3.362 -1.180 -3.211
H -5.543 -4.842 -2.697
C -0.325 -0.641 5.457
H -1.771 -3.343 1.521
H -2.298 5.760 -4.663
H -2.325 -1.164 6.024
C 2.945 2.614 -3.650
C 2.734 2.387 2.411
H 0.076 -0.767 6.455
N 0.249 1.608 1.030
C 4.880 1.942 3.404
H 5.825 2.304 3.789
H 1.560 -0.045 4.630
H 5.012 -2.714 -1.544
H -0.882 5.574 2.369
S 0.915 0.537 1.750
H -5.330 -2.616 -3.742
C -2.509 -2.641 -1.902
C -0.975 -3.583 2.211
C 1.634 2.971 -3.922
H 0.846 -0.198 -3.016
C -0.549 5.358 -2.773
H 4.658 -5.135 -1.867
O -2.650 1.380 0.449
H -2.480 4.075 -5.167
H 0.755 -4.820 -0.141
H -4.499 2.924 2.185
C 0.843 1.907 -1.865
C 0.111 -2.200 -2.773
C 0.962 -1.237 -3.297
H 0.415 5.080 -2.345
H 3.739 2.884 -4.336
H -1.858 -4.224 -0.607
H -3.243 -0.854 3.744
N 1.430 -0.809 0.950
C 2.684 -5.129 -1.030
C -0.156 -4.658 4.201
C 3.097 -2.393 -0.643
C 4.617 0.576 3.397
C 2.479 1.027 2.428
H 1.997 3.057 1.988
H -1.148 2.439 -4.268
O -4.412 2.183 1.525
H -0.332 -5.287 5.064
C -1.361 -0.297 2.898
C -1.193 -4.389 3.323
H -1.461 2.745 2.384
N -0.704 -2.075 -0.135
C -2.245 4.725 -4.323
H -3.030 6.027 3.471
H -3.023 4.580 -3.551
S 0.651 -2.079 0.574
C 1.687 -4.365 -0.453
C -2.617 -3.886 -1.297
C 3.225 1.917 -2.480
H 1.397 3.535 -4.818
H -3.901 5.742 1.969
C -1.797 4.284 0.896
C 0.517 -0.242 4.427
C 1.341 -3.318 2.883
S -1.131 -1.552 -1.665
C -1.673 -0.864 5.214
C -3.033 5.437 2.556
N -1.447 -0.156 -1.895
C -4.567 -2.971 -3.063
C -3.130 2.183 1.227
H 2.614 -0.885 -4.605
C -3.471 -2.167 -2.781
H 2.327 -2.916 2.686
N -3.137 3.993 2.877
C -2.309 3.249 1.914
C -4.686 -4.221 -2.471
C 3.880 -4.532 -1.416
C -0.011 -0.083 3.152
C 4.084 -3.174 -1.234
H 2.803 -3.261 -5.289
C -3.718 -4.678 -1.587
H -1.746 6.465 1.107
C 0.192 -3.535 -3.152
H 1.239 -4.942 -4.376
C 1.169 -3.909 -4.061
H -2.177 -4.804 3.498
Cr -0.730 1.255 -0.674
C 0.603 2.634 -3.041
H 3.203 -0.949 2.863
C 3.949 2.842 2.908
H -1.499 2.815 -2.588
*
```

## Properties
- LUMO level (spin up / spin down): -2.463 / -2.461 eV
- Energy relative to the best compared isomer or geometry (same formula, charge and spin): 0.5854 eV

Here are the Mulliken charges for atoms 1 to 2, given in e:
1 H 0.15
2 H 0.27


Which formula does entry 2 have? C50H51CrN6O2S3